No. 1
C34H31N4P2Ru | the ωB97M-V functional and the def2-TZVPD basis

```
72
Properties=species:S:1:pos:R:3:lowdin_charge:R:1
Ru -0.620 0.582 0.470 0.782
C -1.115 2.038 -2.309 -0.095
P 0.514 1.482 -1.348 1.028
C 1.646 1.275 -2.734 -0.381
C 2.313 2.351 -3.295 -0.065
C 3.126 2.158 -4.430 -0.015
C 3.259 0.891 -5.003 -0.025
C 2.588 -0.183 -4.459 -0.036
C 1.772 0.001 -3.323 -0.079
C 0.950 2.941 -0.359 -0.397
C 0.033 3.877 0.135 -0.105
C 0.438 4.830 1.063 -0.045
C 1.753 4.863 1.504 -0.023
C 2.671 3.935 1.027 -0.033
C 2.277 2.978 0.112 -0.091
C -1.994 0.886 -2.157 -0.201
C -2.712 0.098 -3.127 0.108
C -3.034 -1.096 -2.505 0.110
C -2.508 -1.017 -1.161 -0.208
C -2.240 -2.048 -0.151 -0.121
P -0.454 -1.610 0.423 0.979
C -0.303 -2.543 1.960 -0.350
C -0.287 -1.937 3.214 -0.087
C -0.165 -2.710 4.358 -0.040
C -0.068 -4.090 4.259 -0.021
C -0.071 -4.702 3.012 -0.031
C -0.175 -3.933 1.866 -0.067
C 0.705 -2.341 -0.750 -0.387
C 0.404 -3.437 -1.558 -0.091
C 1.400 -4.029 -2.325 -0.036
C 2.703 -3.549 -2.271 -0.030
C 3.015 -2.463 -1.460 -0.051
C 2.019 -1.854 -0.709 -0.125
N -2.015 0.225 -0.959 -0.081
H -1.437 2.847 -1.655 0.094
H -0.948 2.396 -3.319 0.125
H 2.227 3.339 -2.860 0.116
H 3.657 2.998 -4.857 0.125
H 3.889 0.754 -5.871 0.129
H 2.687 -1.165 -4.900 0.120
H 1.235 -0.851 -2.906 0.081
H -1.000 3.916 -0.184 0.096
H -0.275 5.559 1.422 0.126
H 2.069 5.617 2.211 0.129
H 3.698 3.968 1.364 0.129
H 3.008 2.263 -0.252 0.116
H -2.908 0.433 -4.131 0.147
H -3.548 -1.960 -2.890 0.146
H -2.738 -1.806 0.795 0.111
H -2.446 -3.072 -0.440 0.113
H -0.349 -0.862 3.317 0.073
H -0.136 -2.233 5.328 0.122
H 0.023 -4.691 5.153 0.128
H 0.020 -5.775 2.933 0.126
H -0.146 -4.424 0.903 0.106
H -0.594 -3.849 -1.598 0.103
H 1.161 -4.876 -2.952 0.125
H 3.477 -4.026 -2.856 0.127
H 4.030 -2.096 -1.408 0.127
H 2.272 -1.008 -0.077 0.100
N -4.731 1.138 4.240 0.193
C -3.482 1.296 3.807 -0.331
C -3.037 0.759 2.563 -0.038
N -1.789 0.938 2.177 -0.112
C -0.944 1.630 2.967 -0.160
C -1.391 2.137 4.177 -0.075
N -2.632 1.979 4.586 0.168
H -5.434 0.656 3.708 0.126
H -4.991 1.552 5.122 0.138
H -3.700 0.214 1.903 0.116
H 0.097 1.751 2.645 0.110
H -0.721 2.686 4.827 0.133
```

Calculated values
Molecular weight = 658.7 g mol⁻¹
E_LUMO (alpha / beta) = -0.46127 / -0.46135 Ha
Electronic energy = -2309.84600 Eh
Charge = +3
Kohn-Sham gap (alpha / beta) = 4.022 / 4.019 eV
E_HOMO (alpha / beta) = -16.573 / -16.573 eV
ΔE to the lowest compared entry with this formula, charge and spin = 0.0 kcal per mole

---

No. 2
C34H32Cl2F2IrN5 | the ωB97M-V functional and the def2-TZVPD basis

```
76
Properties=species:S:1:pos:R:3:lowdin_spin:R:1
Ir 0.064 -0.593 0.004 2.248
F -1.336 -1.850 5.119 -0.001
C -0.452 -2.009 4.132 0.003
C -0.722 -1.464 2.889 0.050
C 0.201 -1.618 1.867 0.138
C 1.403 -2.314 2.085 0.040
C 1.618 -2.835 3.360 0.002
F 2.756 -3.493 3.646 0.000
C 0.712 -2.701 4.390 0.020
C 2.370 -2.419 0.966 0.014
C 3.482 -3.261 0.934 0.005
C 4.291 -3.287 -0.188 0.001
C 4.004 -2.466 -1.267 0.006
C 2.892 -1.655 -1.177 0.013
N 2.101 -1.640 -0.100 0.117
H -1.661 -0.940 2.744 0.008
H 0.921 -3.115 5.367 0.001
H 3.711 -3.895 1.774 0.001
H 5.144 -3.954 -0.215 0.000
H 4.617 -2.456 -2.157 0.001
H 2.614 -0.988 -1.982 0.002
Cl 1.382 1.490 -1.968 0.028
C 1.309 2.041 -3.664 0.006
Cl 0.282 1.017 -4.660 0.002
H 2.314 2.008 -4.063 0.001
H 0.912 3.046 -3.667 0.000
C -4.220 1.201 -5.081 -0.007
C -3.447 1.202 -3.786 0.001
C -3.387 2.363 -3.007 0.182
C -2.686 2.401 -1.798 0.002
C -2.604 3.668 -0.984 -0.007
C -2.056 1.253 -1.382 0.161
C -2.092 0.032 -2.125 0.066
C -2.811 0.060 -3.356 0.128
N -1.405 -1.016 -1.615 0.518
C -1.607 -2.461 -1.877 0.045
C -2.197 -3.036 -0.559 0.044
C -2.286 -4.561 -0.616 0.008
C -3.222 -4.953 -1.760 0.001
C -2.648 -4.419 -3.073 0.001
C -1.265 -5.031 -3.316 0.001
C -0.331 -4.624 -2.173 0.003
C -0.889 -5.146 -0.845 0.000
C -0.226 -3.097 -2.123 0.029
C -2.532 -2.887 -3.028 0.003
H -4.291 2.205 -5.499 -0.001
H -5.236 0.840 -4.908 -0.003
H -3.758 0.550 -5.824 -0.001
H -3.895 3.257 -3.353 0.009
H -3.381 4.372 -1.276 0.000
H -1.637 4.153 -1.136 -0.003
H -2.702 3.460 0.081 -0.001
H -1.548 1.249 -0.424 0.025
H -2.817 -0.794 -4.007 0.005
H -3.188 -2.598 -0.400 0.000
H -1.563 -2.734 0.276 0.015
H -2.685 -4.920 0.335 0.002
H -4.217 -4.532 -1.584 0.000
H -3.330 -6.039 -1.813 0.000
H -3.315 -4.685 -3.896 0.000
H -0.860 -4.692 -4.274 0.000
H -1.348 -6.121 -3.361 0.000
H 0.666 -5.036 -2.345 0.001
H -0.225 -4.867 -0.018 0.000
H -0.941 -6.238 -0.867 0.000
H 0.177 -2.710 -3.066 0.001
H 0.452 -2.800 -1.320 0.009
H -3.526 -2.447 -2.907 0.001
H -2.113 -2.558 -3.982 0.000
N 0.951 1.089 0.941 0.244
C 1.768 1.414 1.693 0.087
C 2.755 1.789 2.606 0.312
C 3.087 0.919 3.674 0.027
N 3.346 0.209 4.547 0.181
C 3.447 3.013 2.437 0.026
N 4.022 4.002 2.281 0.181
```

Calculated values
Molecular weight = 811.8 g mol⁻¹
E_LUMO (alpha / beta) = -0.09407 / -0.23883 Ha
2S+1 = 6
Electronic energy = -2812.65577 Eh
Charge = +1
Kohn-Sham gap (alpha / beta) = 7.565 / 4.847 eV
E_HOMO (alpha / beta) = -10.125 / -11.346 eV
ΔE to the lowest compared entry with this formula, charge and spin = 0.0 kcal per mole
Expectation value of S² = 8.83

---

- Among the records above, which one has the highest electronic energy?
  C34H31N4P2Ru